1.
# C3H3NO4

The molecule C3H3NO4 (ωB97M-V with the def2-TZVPD basis set, the OMol25 dataset).

```
11
C3H3NO4 (ωB97M-V with the def2-TZVPD basis set)
C 1.52 -1.14 -0.32
C -0.10 1.59 0.15
C -1.77 -0.15 0.38
H 1.94 -1.57 -1.21
H -0.84 2.09 0.93
H -2.14 0.55 1.17
N -0.36 0.24 0.14
O 2.00 -1.20 0.83
O 0.44 -0.41 -0.77
O 0.84 2.13 -0.25
O -2.57 -1.10 -0.20
```

Computed properties:
- Structure (SMILES): O=CON(C=O)C=O
- Net charge: 0
- Kohn-Sham gap: 0.3962 Ha
- LUMO level: -0.328 eV
- HOMO energy: -0.408 Ha

Atom-resolved charges from natural (NBO), all expressed in e:
1 C 0.645
2 C 0.541
3 C 0.501
4 H 0.150
5 H 0.105
6 H 0.166
7 N -0.216
8 O -0.533
9 O -0.342
10 O -0.497
11 O -0.520

***

2.
# C3H3NO4

The molecule C3H3NO4 (ωB97M-V with the def2-TZVPD basis set, the OMol25 dataset).

```
11
C3H3NO4 (ωB97M-V with the def2-TZVPD basis set)
C 0.62 0.79 -0.01
C -1.25 -0.40 0.45
C 1.07 -0.49 -0.13
O -1.94 -0.90 -0.58
O 1.37 1.85 0.32
N 1.76 -1.41 -0.58
O -0.72 0.92 0.02
O -1.22 -0.79 1.57
H -2.89 -0.73 -0.60
H 0.91 2.39 0.98
H 2.28 -1.23 -1.44
```

Computed properties:
- Structure (SMILES): N=C=C(O)OC(=O)O
- Net charge: 0
- Kohn-Sham gap: 0.2944 Ha
- LUMO level: 0.029 eV
- HOMO energy: -0.293 Ha

Atom-resolved charges from natural (NBO), all expressed in e:
1 C 0.455
2 C 0.988
3 C 0.155
4 O -0.721
5 O -0.644
6 N -0.573
7 O -0.526
8 O -0.506
9 H 0.524
10 H 0.490
11 H 0.358

***

Stability, lowest: 1